(1)
90
Properties=species:S:1:pos:R:3 method="wB97M-V/def2-TZVPD" homo_ev=-9.2 e_above_lowest_kcal_mol=79.7 smiles="CC(C)C[C@H](O)OC=O.COCCOCCOC.COCCOCCOC.COCCOCCOC" gap_ev=9.7
C 0.83954 2.99768 -1.26554
C 1.17391 1.58420 -1.75582
C 1.95891 1.68505 -3.08052
C -0.06171 0.69536 -1.99990
C -1.18548 0.80937 -0.96271
O -1.29346 -0.34699 -0.14973
O -2.46666 0.88404 -1.58917
C -2.75890 2.09937 -2.12869
O -2.59222 2.38264 -3.28085
H 0.75110 3.03241 -0.17457
H 1.64187 3.68855 -1.52663
H -0.10133 3.36523 -1.67861
H 1.84245 1.08214 -1.04941
H 2.10925 0.70335 -3.53288
H 2.91106 2.19365 -2.92979
H 1.37604 2.29144 -3.78207
H 0.25822 -0.34998 -1.97326
H -0.44512 0.86425 -3.00691
H -1.05407 1.67138 -0.29760
H -0.58302 -0.29776 0.50117
H -3.20281 2.83028 -1.43017
C -1.95977 -2.51955 -2.78996
O -0.95144 -3.36072 -2.27534
C -1.09555 -4.70375 -2.69757
C 0.22499 -5.43983 -2.63126
O 1.09458 -5.15329 -3.71582
C 1.78932 -3.91836 -3.68540
C 3.00157 -3.91378 -2.78151
O 2.63741 -3.80430 -1.41584
C 3.68843 -4.20075 -0.56374
H -2.95394 -2.82483 -2.44391
H -1.76208 -1.50949 -2.43887
H -1.94782 -2.51626 -3.88664
H -1.47168 -4.74080 -3.72707
H -1.82113 -5.20859 -2.04468
H 0.01184 -6.50714 -2.72028
H 0.71444 -5.27209 -1.66928
H 1.12070 -3.09084 -3.43917
H 2.14756 -3.77071 -4.70672
H 3.63610 -3.05704 -3.05181
H 3.57566 -4.83403 -2.94401
H 3.99412 -5.23407 -0.76314
H 3.33086 -4.13503 0.46247
H 4.55761 -3.54117 -0.67946
C -8.92798 2.12363 4.95273
O -8.00039 1.80235 3.94246
C -8.62578 1.35103 2.75343
C -7.70816 1.51311 1.56323
O -7.62959 2.84278 1.07272
C -6.80811 3.75154 1.78687
C -5.33112 3.59321 1.50607
O -4.79379 2.48897 2.21172
C -3.61123 1.99632 1.62610
H -9.51577 1.24751 5.25051
H -8.36554 2.47910 5.81402
H -9.60984 2.91714 4.62509
H -9.54995 1.91298 2.57225
H -8.88028 0.28772 2.86357
H -8.13557 0.93593 0.74055
H -6.71762 1.10835 1.78034
H -7.00270 3.70942 2.86053
H -7.10430 4.73965 1.42779
H -4.80754 4.50772 1.81896
H -5.18710 3.46254 0.42592
H -3.78750 1.66643 0.59774
H -3.28443 1.13811 2.20988
H -2.81775 2.75639 1.63705
C 5.60445 1.37929 -1.46119
O 5.30620 0.94518 -0.15543
C 4.94244 -0.42403 -0.12818
C 5.09996 -1.01985 1.25081
O 6.43142 -1.37740 1.58440
C 7.30862 -0.32911 1.96482
C 7.11586 0.14780 3.38630
O 5.98628 0.99773 3.48916
C 5.47704 1.06458 4.80103
H 4.74739 1.21462 -2.12301
H 5.82014 2.44541 -1.41539
H 6.47877 0.85943 -1.87007
H 5.54903 -0.99546 -0.84163
H 3.88647 -0.51218 -0.42309
H 4.54604 -1.96105 1.25015
H 4.65577 -0.37317 2.01045
H 7.25653 0.50847 1.26612
H 8.30895 -0.76246 1.89914
H 8.01109 0.70268 3.69975
H 6.99908 -0.72230 4.04347
H 5.17256 0.07365 5.15773
H 4.60412 1.71426 4.78179
H 6.21448 1.48279 5.49604


(2)
97
Properties=species:S:1:pos:R:3 method="wB97M-V/def2-TZVPD" homo_ev=-10.3 smiles="CCOP(=O)(OCC)OCC.CCOP(=O)(OCC)OCC.O=S1(=O)CCCC1.O=S1(=O)CCCC1.O=S1(=O)CCCC1" gap_ev=10.2
C -14.96650 -8.91544 11.36071
C -15.46823 -8.42066 10.01398
O -14.84996 -7.21111 9.62925
P -13.75142 -7.14726 8.44674
O -12.48517 -7.84095 8.73322
O -14.62512 -7.73290 7.24035
C -14.19988 -7.70631 5.88563
C -15.41609 -7.67107 4.99548
O -13.70672 -5.60779 8.07890
C -12.58357 -4.77579 8.49477
C -13.00384 -3.35327 8.18235
H -15.32490 -9.93822 11.47981
H -13.88856 -8.81122 11.42278
H -15.49252 -8.32332 12.11594
H -15.28130 -9.23110 9.29274
H -16.55962 -8.35431 9.96127
H -13.53643 -6.89066 5.58408
H -13.63395 -8.61958 5.69114
H -15.94674 -6.71530 5.03618
H -15.18473 -7.93543 3.96763
H -16.17620 -8.32701 5.43281
H -12.50780 -4.87755 9.57729
H -11.65297 -5.01886 7.98752
H -12.10000 -2.73537 8.13982
H -13.48476 -3.25479 7.21145
H -13.59219 -2.92281 8.99129
C -14.20832 -0.39499 12.86671
C -14.08754 -1.34211 11.67496
O -12.71526 -1.70856 11.37880
P -11.95813 -2.80680 12.25843
O -10.84796 -3.44653 11.56679
O -13.15194 -3.79791 12.67052
C -13.02746 -4.69726 13.79666
C -14.15882 -4.36129 14.74657
O -11.63972 -2.05534 13.65443
C -10.25783 -1.75882 14.00548
C -9.67197 -0.66162 13.17337
H -13.60206 -0.69877 13.71156
H -14.14425 0.66302 12.60197
H -15.26856 -0.33815 13.15558
H -14.75134 -2.20232 11.66532
H -14.29694 -0.77087 10.76687
H -13.16702 -5.72272 13.45574
H -12.03502 -4.52316 14.21234
H -15.14099 -4.76690 14.50272
H -13.99360 -4.85030 15.71925
H -14.18957 -3.29967 14.99602
H -10.21148 -1.67914 15.09074
H -9.71991 -2.70173 13.85273
H -8.71259 -0.32899 13.57012
H -9.47718 -0.95697 12.13963
H -10.35833 0.18314 13.07331
O -17.41640 3.15262 9.25148
S -17.93618 2.65045 10.51136
O -18.16626 3.59737 11.57931
C -19.37714 1.63771 10.19911
C -19.08486 0.16065 10.54449
C -17.55850 -0.07337 10.55288
C -16.90084 1.21912 11.06258
H -19.79667 1.82821 9.21612
H -20.04461 2.06685 10.95177
H -19.47224 -0.00166 11.55072
H -19.63214 -0.47700 9.85546
H -17.21643 -0.21128 9.52653
H -17.34585 -0.91945 11.20079
H -15.86600 1.44421 10.82470
H -17.05111 1.21605 12.14644
O -9.94693 -0.62573 19.58354
S -10.59810 -1.31051 18.50092
O -9.81359 -1.89986 17.43070
C -11.86090 -2.52567 18.99512
C -13.16990 -2.17223 18.24314
C -12.91507 -1.03486 17.23248
C -11.76949 -0.14731 17.69289
H -12.00082 -2.39205 20.06627
H -11.48603 -3.51632 18.75868
H -13.43110 -3.04159 17.64279
H -13.95776 -1.90891 18.94171
H -13.85661 -0.48979 17.16264
H -12.66727 -1.46660 16.26236
H -12.05595 0.60002 18.43480
H -11.20971 0.40070 16.93778
O -17.21816 -6.48478 14.31616
S -18.42374 -6.51389 13.51342
O -19.06559 -7.79153 13.18225
C -19.63348 -5.43595 14.26618
C -20.29591 -4.65683 13.10478
C -19.07676 -4.28835 12.20468
C -18.19153 -5.52620 12.02683
H -19.19016 -4.73947 14.98088
H -20.30890 -6.01632 14.89544
H -20.98437 -5.39110 12.69037
H -20.74898 -3.78043 13.55691
H -18.51450 -3.48897 12.69017
H -19.44594 -3.88716 11.26157
H -17.16454 -5.31629 11.73523
H -18.56852 -6.10294 11.17831


(3)
95
Properties=species:S:1:pos:R:3 method="wB97M-V/def2-TZVPD" charge=+1 homo_ev=-9.5 gap_ev=4.5
C -5.25171 4.93585 1.68578
C -5.09146 4.47051 0.13520
C -3.79892 3.51168 0.06404
C -4.14196 1.94570 -0.12338
C -2.70609 1.15116 -0.16048
C -2.51062 0.23832 1.13599
C -1.51208 0.78404 2.22181
C -1.28451 -0.01678 3.55799
C -0.31190 0.55270 4.68272
O -0.48505 0.25850 5.89197
O 0.74118 1.43137 4.32428
C -2.09182 -1.35199 3.68554
C -3.03034 -1.77426 2.54030
N -3.23794 -1.01687 1.30995
C -4.21985 -1.55035 0.32037
B -3.57032 -2.10835 -1.06378
O -2.19329 -2.43406 -1.28245
O -4.47711 -2.32095 -2.17944
H -4.60559 4.33923 2.41208
H -4.95707 6.04661 1.71444
H -6.35248 4.76589 1.98334
H -6.00513 3.87295 -0.23361
H -4.85994 5.38182 -0.52230
H -3.14242 3.58257 1.01689
H -3.09997 3.78809 -0.81627
H -4.68786 1.73759 -1.12242
H -4.74734 1.51341 0.76409
H -1.88153 1.96097 -0.14584
H -2.58772 0.59503 -1.15165
H -0.95824 1.77075 2.01924
H 0.53886 2.30463 4.73838
H -1.99066 -1.97005 4.64059
H -3.63311 -2.73748 2.65012
H -4.73089 -2.45869 0.82761
H -5.08892 -0.81928 0.09161
H -2.05943 -2.26998 -2.25453
H -5.20222 -1.65238 -2.06534
O 1.67052 4.75438 2.81414
P 3.16461 5.02727 3.07924
N 3.09736 6.64125 2.44662
C 4.15599 7.35701 1.74325
C 2.42282 7.59754 3.32899
N 3.64341 3.92243 1.81506
C 4.11751 4.35533 0.50990
C 2.74054 2.78718 1.59301
N 4.88167 5.29392 3.46894
C 5.84610 4.18603 3.31236
C 4.96746 5.64889 4.91063
H 5.01062 7.60141 2.38362
H 3.77758 8.30237 1.34117
H 4.51974 6.82992 0.86753
H 3.07719 7.93438 4.14000
H 1.52657 7.15655 3.77895
H 2.09242 8.48302 2.77766
H 3.36364 4.93423 -0.03150
H 4.39474 3.49382 -0.11031
H 5.04262 4.92839 0.58621
H 1.86929 3.08104 0.98740
H 2.38026 2.37571 2.53697
H 3.24815 1.97274 1.06877
H 5.48794 3.26599 3.78349
H 6.81003 4.44602 3.76351
H 6.08282 3.97979 2.27032
H 4.65768 4.80887 5.54207
H 4.32065 6.49758 5.15261
H 5.98419 5.94305 5.18734
O -0.26353 -4.67373 -5.35003
P -0.37019 -5.80745 -4.31388
N 1.12907 -5.37717 -3.55006
C 2.08786 -6.27802 -2.92103
C 1.05386 -4.16821 -2.72932
N -0.07193 -7.01975 -5.53194
C 1.20746 -7.69254 -5.69359
C -0.56811 -6.70223 -6.87915
N -0.54942 -7.09674 -3.09774
C -1.13404 -8.39474 -3.49154
C -1.46377 -6.59421 -2.03924
H 1.70753 -6.74036 -2.00315
H 3.00160 -5.73806 -2.65183
H 2.43621 -7.06239 -3.58449
H 0.60419 -4.36941 -1.75041
H 0.45840 -3.39098 -3.22155
H 2.04630 -3.73959 -2.55909
H 2.01391 -6.99322 -5.93223
H 1.15704 -8.43960 -6.49530
H 1.47079 -8.27700 -4.81050
H 0.11592 -6.02303 -7.40857
H -1.55374 -6.23585 -6.84006
H -0.67143 -7.60681 -7.48453
H -2.06527 -8.26783 -4.05150
H -1.34920 -9.00592 -2.60777
H -0.44896 -9.00237 -4.07947
H -2.47272 -6.43107 -2.43513
H -1.11437 -5.64195 -1.62801
H -1.52211 -7.29378 -1.19971


(4)
105
Properties=species:S:1:pos:R:3 method="wB97M-V/def2-TZVPD" charge=-1 homo_ev=-5.7 gap_ev=7.3
C 3.22857 -1.62434 0.50370
C 2.50050 -2.94495 0.78008
C 1.08800 -3.04171 0.18782
C 0.20138 -1.81423 0.40287
O -0.28173 -1.27714 -0.84716
N -1.59401 -0.78366 -0.68390
C -2.52171 -1.58256 -1.48233
C -3.16982 -2.68005 -0.68506
C -4.52546 -2.62812 -0.37817
C -5.12705 -3.61568 0.39497
C -4.36969 -4.68168 0.86907
C -3.01991 -4.76951 0.53667
C -2.42704 -3.77636 -0.23783
C -1.70636 0.64493 -0.86684
P -0.17497 1.52951 -0.23392
P 1.01032 1.98953 -2.01762
O 1.70909 0.84906 -2.61270
O 2.09576 3.00478 -1.39045
O 0.20159 2.85914 -3.06449
C -1.91812 1.18753 -2.35807
O -1.29150 0.47873 -3.12912
O -2.55903 2.25071 -2.47706
S -3.06035 1.17759 0.24174
O -3.25217 2.60026 0.24323
O -4.19842 0.32210 0.03895
C -2.50358 0.82146 2.00932
F -1.85674 1.91057 2.47628
F -1.68742 -0.23626 2.10133
C -3.73264 0.56133 2.93367
F -3.41753 0.91345 4.19160
F -4.05177 -0.73815 2.93802
F -4.80637 1.26929 2.56941
H 4.25385 -1.80263 0.20677
H 3.26938 -1.00997 1.40178
H 2.71001 -1.03850 -0.24901
H 2.46485 -3.20149 1.83866
H 3.10259 -3.73199 0.32263
H 0.57271 -3.86231 0.69256
H 1.10934 -3.30982 -0.86645
H 0.73233 -1.01368 0.91679
H -0.66743 -2.06493 1.00492
H -3.29488 -0.94217 -1.89404
H -1.96552 -2.02136 -2.30992
H -5.11789 -1.79638 -0.73084
H -6.16987 -3.53574 0.65305
H -4.82411 -5.44009 1.49104
H -2.41294 -5.59623 0.87913
H -1.37825 -3.84542 -0.49144
H -0.79752 2.76306 0.02299
H 1.77724 3.42758 -0.58426
H -0.72130 3.05487 -2.81736
C 5.33430 0.86240 2.91850
O 4.90179 0.97825 1.56803
H 4.59159 0.26878 3.44884
H 6.30137 0.35484 2.97951
H 5.42610 1.84057 3.38718
H 5.56040 1.50046 1.09936
C 7.69566 2.78332 5.88153
O 7.25155 2.89145 4.53693
H 6.94415 2.21089 6.41960
H 8.65277 2.25746 5.95221
H 7.79699 3.76255 6.35866
H 7.90261 3.39095 4.03847
C 6.10571 -0.76414 -2.61642
O 4.80895 -0.87865 -2.07235
H 6.61123 -1.71584 -2.45478
H 6.08563 -0.56333 -3.69391
H 6.69233 0.02506 -2.12941
H 4.33456 -0.05051 -2.20465
C -5.45480 5.33310 -0.00935
O -4.49518 5.30507 -1.04889
H -6.25496 6.01206 -0.30063
H -5.88336 4.34030 0.15694
H -5.01664 5.69234 0.92835
H -3.80464 4.69313 -0.76824
C -7.04159 -1.83252 3.82044
O -7.08300 -1.36417 2.48274
H -7.81917 -2.58853 3.90712
H -6.08122 -2.29634 4.05977
H -7.25227 -1.04192 4.54731
H -6.40275 -0.69546 2.35380
C 0.90398 3.68587 -6.14045
O 0.78654 4.91030 -6.87950
H 1.68169 3.08981 -6.60634
H 1.18292 3.87622 -5.10440
H -0.03236 3.12469 -6.15996
H 0.09807 5.43176 -6.46013
C -9.02501 -5.16853 1.98506
O -8.17305 -4.08024 1.66947
H -8.58613 -6.05813 1.53937
H -9.10552 -5.32271 3.06640
H -10.03034 -5.03188 1.57515
H -8.53996 -3.27737 2.05026
C 3.41726 0.34158 -6.38315
O 2.08746 0.64346 -6.77706
H 4.05892 0.55405 -7.23675
H 3.73677 0.95631 -5.53712
H 3.53160 -0.71105 -6.11005
H 1.51375 0.46596 -6.02259
C 8.78478 1.07531 1.59243
O 8.20797 2.37653 1.51540
H 7.97555 0.36082 1.46891
H 9.51787 0.91467 0.79801
H 9.25975 0.90246 2.56201
H 8.91498 3.02009 1.60732


(5)
87
Properties=species:S:1:pos:R:3 method="wB97M-V/def2-TZVPD" charge=-1 homo_ev=-3.9 gap_ev=6.4
C 5.50412 -0.63036 5.43298
C 6.77945 0.14505 4.69525
O 6.66490 1.56346 5.07250
C 6.18515 2.40013 3.96159
C 4.71637 1.98595 3.36113
O 3.64285 1.87326 4.36346
C 2.64457 0.93686 3.74761
C 1.93028 1.55950 2.40129
O 0.71797 0.85996 1.96224
C 1.03952 -0.50955 1.43742
P 0.69211 -0.47334 -0.48168
N -1.01199 0.01286 -0.06779
C 0.06170 -2.26691 -0.51636
C 0.82126 -3.33772 -1.46878
C 0.21603 -3.43907 -3.02459
C 1.18053 -2.81872 -4.17692
N 2.66339 -2.83299 -3.89625
C 0.18214 -0.13851 -2.33400
C -0.27736 1.41098 -2.60890
C -1.67931 1.46599 -3.48595
C -2.97198 0.84573 -2.68731
C -3.64198 1.89510 -1.60075
C -5.29904 1.75744 -1.74938
C -5.97013 0.74426 -0.64401
C -7.60459 0.80079 -0.82715
C -8.43907 0.06560 0.39627
O -8.05667 -1.34018 0.62507
C -9.19541 -1.94178 1.36945
N 2.36013 -0.87186 -0.90142
C 3.24160 0.15783 -0.87380
C 4.48305 0.02574 0.24145
C 3.32284 1.46996 -1.84954
H 4.76857 -1.10838 4.63229
H 5.91605 -1.43693 6.17692
H 4.86906 0.16158 6.03991
H 7.82625 -0.34233 4.98516
H 6.66230 -0.05000 3.53185
H 6.96191 2.25835 3.06586
H 6.18621 3.56000 4.19441
H 4.46254 2.77037 2.49760
H 4.83921 0.93347 2.85265
H 1.77097 0.83335 4.55498
H 3.08435 -0.13459 3.58191
H 1.58307 2.66032 2.70899
H 2.64459 1.70063 1.48623
H 0.31675 -1.22251 2.01942
H 2.13612 -0.84399 1.66572
H 1.02306 0.92125 -0.41905
H -1.33944 -0.48158 0.79027
H -1.07886 1.04058 0.08962
H -1.06889 -2.22223 -0.90257
H -0.03171 -2.78181 0.55746
H 1.98714 -3.37410 -1.42047
H 0.50156 -4.40616 -1.02502
H -0.88252 -2.97645 -2.98700
H 0.04045 -4.58662 -3.30409
H 1.02885 -3.50126 -5.14601
H 0.80475 -1.74089 -4.52787
H 3.01049 -1.84972 -3.86813
H 3.15140 -3.40541 -4.63067
H 1.19606 -0.30181 -2.94052
H -0.69270 -0.82617 -2.69350
H 0.54944 1.90746 -3.31294
H -0.33212 2.09412 -1.66109
H -1.83850 2.59072 -3.77519
H -1.50557 0.82915 -4.45586
H -3.74440 0.49760 -3.52414
H -2.71341 -0.15284 -2.08599
H -3.35078 1.49054 -0.52627
H -3.27926 2.99244 -1.80783
H -5.62356 1.38600 -2.82243
H -5.79166 2.83537 -1.62418
H -5.57733 -0.35481 -0.87975
H -5.60734 1.10407 0.41727
H -7.92111 1.94785 -0.78102
H -7.96722 0.35850 -1.87045
H -8.33487 0.67915 1.39698
H -9.58895 0.06648 0.09729
H -9.76534 -1.11675 1.99653
H -8.86193 -2.77903 2.12799
H -9.87962 -2.47211 0.56771
H 4.87315 1.07724 0.57689
H 5.38223 -0.47397 -0.36451
H 4.23819 -0.71633 1.11172
H 3.61128 1.25426 -2.96177
H 4.13377 2.22521 -1.40469
H 2.31489 2.10730 -1.87369